(1)
Computed, not measured: 2 unconnected molecules or ions with the total composition C8H19BClNO6PS3, with wB97M-V/def2-TZVPD.

Geometry as XYZ:
```
40
Properties=species:S:1:pos:R:3:forces:R:3:nbo_charge:R:1
C 2.875 -1.052 -0.813 0.0 0.1 -0.1 -0.624
C 1.564 -1.385 -0.112 0.0 0.0 0.2 -0.417
C 0.334 -1.662 -0.983 0.0 0.2 -0.1 0.036
S 0.713 -3.037 -2.150 0.0 -0.1 0.3 2.147
C 1.490 -2.188 -3.511 0.1 -0.1 -0.1 -0.880
O 1.719 -3.877 -1.524 -0.2 0.0 -0.2 -0.976
O -0.492 -3.617 -2.675 0.0 -0.2 0.1 -0.933
O 0.064 -0.566 -1.801 0.0 -0.2 -0.2 -0.758
B -1.250 0.001 -1.520 0.0 0.0 0.3 0.630
S -2.566 -0.289 -2.948 0.0 0.0 0.1 -0.383
S -0.966 1.906 -1.164 0.1 0.0 0.0 -0.376
O -1.699 -0.671 -0.303 -0.3 -0.1 0.0 -0.752
C -0.920 -1.805 -0.039 0.4 0.0 0.2 -0.241
P -2.194 -3.134 0.265 -0.3 0.4 -0.2 1.106
O -2.926 -3.410 -1.164 0.1 -0.1 0.1 -0.972
Cl -1.018 -4.820 0.429 0.1 -0.1 -0.1 -0.339
H 2.734 -0.230 -1.520 0.0 0.0 0.1 0.210
H 3.286 -1.914 -1.339 0.0 0.0 0.1 0.217
H 3.609 -0.721 -0.074 0.0 0.0 0.0 0.207
H 1.256 -0.515 0.482 0.1 -0.1 0.0 0.213
H 1.695 -2.230 0.570 0.0 0.0 -0.1 0.218
H 2.226 -2.902 -3.886 -0.1 0.1 0.0 0.236
H 0.723 -1.978 -4.251 0.0 0.0 0.0 0.252
H 1.973 -1.271 -3.188 -0.1 -0.1 0.0 0.254
H -1.687 -0.372 -3.953 0.0 0.1 0.0 0.126
H -2.208 2.158 -0.729 0.0 0.0 -0.1 0.129
H -0.520 -1.719 0.990 0.0 0.0 -0.1 0.182
H -3.743 -2.895 -1.219 0.2 0.0 0.0 0.507
C -0.737 4.188 1.820 0.1 -0.1 0.2 0.517
O -1.142 5.320 1.627 0.0 0.0 0.0 -0.640
N -0.371 3.727 3.042 0.0 0.0 0.0 -0.438
C 0.083 2.365 3.219 0.0 0.0 0.0 -0.404
C -0.455 4.619 4.179 0.0 0.0 0.0 -0.412
H -0.622 3.414 1.046 -0.1 0.2 -0.2 0.149
H -0.565 1.817 3.907 0.0 0.0 0.0 0.188
H 1.105 2.333 3.607 0.0 0.0 0.0 0.183
H 0.060 1.860 2.254 0.0 0.0 0.0 0.235
H -1.478 4.972 4.324 0.0 0.0 0.0 0.208
H 0.177 5.497 4.036 0.0 0.0 0.0 0.206
H -0.131 4.083 5.069 0.0 0.0 0.0 0.194
```
Positions in Å, forces in eV/Å.

- 2S+1: 1
- E_HOMO: -0.17631 hartree
- Charge: -1

---

(2)
Computed, not measured: 2 unconnected molecules or ions with the total composition CH7N3O at a distorted geometry, with wB97M-V/def2-TZVPD.

Geometry as XYZ:
```
12
Properties=species:S:1:pos:R:3:forces:R:3:nbo_charge:R:1
H 0.403 -1.617 -0.523 -0.2 0.1 0.0 0.338
N -0.021 -0.745 -0.845 1.1 0.8 1.4 -0.738
C 0.556 0.251 -0.230 1.1 -1.8 -6.1 0.647
N 1.822 0.200 0.289 0.7 0.6 1.6 -0.852
O 0.266 1.480 -0.735 -0.8 0.6 1.3 -0.688
H 2.494 -0.334 -0.245 -0.5 -0.2 0.1 0.401
H 2.204 1.112 0.508 -0.1 -0.1 0.1 0.389
H -0.548 1.380 -1.253 0.1 0.0 0.2 0.500
N -1.931 -0.516 0.988 2.0 1.5 1.5 -1.066
H -0.905 -0.027 1.153 -4.1 -2.2 -0.5 0.347
H -2.478 0.182 0.484 0.2 -0.3 0.1 0.350
H -1.861 -1.367 0.410 0.4 1.1 0.3 0.372
```
Positions in Å, forces in eV/Å.

- 2S+1: 1
- Energy relative to the best compared isomer or geometry (same formula, charge and spin): 2.4987 eV
- E_HOMO: -0.31883 hartree

---

(3)
Computed, not measured: C2H2N2OS in the gas phase at a distorted geometry, with wB97M-V/def2-TZVPD.

Geometry as XYZ:
```
8
Properties=species:S:1:pos:R:3:forces:R:3:nbo_charge:R:1
C -0.054 -1.108 -0.235 -1.2 2.9 0.3 -0.109
C 0.970 -0.608 0.326 -2.2 1.2 -0.1 0.016
N 0.060 1.517 0.205 -0.2 0.9 0.7 0.096
N -0.970 0.997 -0.202 2.9 -2.9 0.7 -0.286
O 1.014 0.662 0.760 0.3 1.3 -0.3 -0.316
S -2.391 1.477 -0.583 -1.7 0.6 -0.7 0.174
H -0.388 -1.792 -0.892 -1.3 -2.2 -1.7 0.205
H 1.758 -1.145 0.620 3.3 -1.8 1.1 0.221
```
Positions in Å, forces in eV/Å.

- 2S+1: 1
- Energy relative to the best compared isomer or geometry (same formula, charge and spin): 6.6100 eV
- E_HOMO (alpha / beta): -0.32338 / -0.31620 hartree

---

(4)
Computed, not measured: a molecular structure, C42H54BCl3F3I2N10ORbS2 at a distorted geometry, with wB97M-V/def2-TZVPD.

Geometry as XYZ:
```
119
Properties=species:S:1:pos:R:3:forces:R:3:mulliken_charge:R:1
Rb 0.338 -0.933 -0.657 -0.1 0.7 -0.1 0.233
C -2.439 1.020 -3.092 0.0 0.0 0.0 -1.361
C -1.183 1.790 -2.669 -0.1 -0.1 0.0 2.830
C -0.876 2.913 -3.652 0.0 0.0 0.0 -1.859
C -1.337 2.297 -1.262 0.0 0.2 0.1 -0.872
C -1.800 3.554 -0.812 0.0 -0.1 -0.1 -0.669
C -1.788 3.461 0.565 0.0 -0.1 0.0 -0.403
C -2.116 4.520 1.581 0.0 0.0 -0.1 1.520
C -3.084 5.554 1.010 0.0 0.0 0.0 -2.039
C -0.831 5.192 2.074 0.0 0.0 0.1 -1.264
N -1.342 2.222 0.890 0.0 0.0 0.0 0.443
N -1.067 1.516 -0.232 -0.1 0.1 0.1 0.577
B -1.185 1.616 2.306 0.1 -0.1 -0.2 1.392
N -2.040 0.337 2.489 0.0 0.0 -0.1 0.820
N -1.852 -0.766 1.716 0.0 0.2 0.2 -0.146
C -2.759 -1.649 2.096 -0.1 0.0 0.0 -0.413
C -3.564 -1.127 3.129 0.1 -0.1 0.0 -0.577
C -3.066 0.140 3.354 0.1 0.1 0.0 -0.157
C -3.574 1.156 4.344 -0.1 -0.2 0.0 1.404
C -3.746 0.521 5.725 0.0 0.0 0.0 -1.763
C -4.900 1.745 3.855 0.1 0.1 0.0 -1.643
C -2.846 -2.985 1.426 0.0 0.0 0.1 1.918
C -4.200 -3.189 0.751 0.0 0.0 0.0 -1.482
C -2.535 -4.123 2.398 0.0 0.0 0.0 -1.514
N 0.304 1.337 2.659 0.0 0.0 -0.1 0.736
N 1.073 0.517 1.899 0.0 0.2 0.1 0.149
C 2.266 0.482 2.468 0.0 -0.1 0.2 -0.546
C 2.288 1.282 3.627 0.1 0.0 -0.1 -0.701
C 1.014 1.810 3.712 -0.1 0.0 -0.1 -0.458
C 0.458 2.683 4.804 0.1 -0.1 0.1 1.351
C 1.438 3.799 5.166 0.0 0.0 0.0 -1.844
C 0.129 1.831 6.035 -0.1 0.0 0.0 -1.616
C 3.387 -0.319 1.868 0.1 0.1 -0.1 2.159
C 4.372 -0.772 2.943 0.0 0.0 0.0 -1.667
C 4.099 0.490 0.775 0.0 -0.1 0.0 -1.211
H -2.312 0.585 -4.085 0.0 0.0 0.0 0.341
H -3.304 1.691 -3.117 0.0 0.0 0.0 0.355
H -2.660 0.210 -2.394 0.0 0.0 0.0 0.226
H -0.340 1.093 -2.695 0.0 0.0 0.0 -1.258
H -1.712 3.619 -3.711 0.0 0.0 0.0 0.338
H -0.706 2.501 -4.649 0.0 0.0 0.0 0.386
H 0.021 3.463 -3.356 0.0 0.0 0.0 0.398
H -2.101 4.400 -1.408 0.0 0.0 0.0 0.331
H -2.598 4.043 2.436 0.0 0.0 0.0 -0.365
H -2.615 6.123 0.202 0.0 0.0 0.0 0.279
H -3.388 6.260 1.787 0.0 0.0 0.0 0.496
H -3.977 5.073 0.608 0.0 0.0 0.0 0.427
H -0.330 5.696 1.243 0.0 0.0 0.0 0.334
H -0.142 4.449 2.481 0.0 0.0 0.0 0.175
H -1.045 5.932 2.854 0.0 0.0 0.0 0.363
H -1.590 2.433 3.078 0.0 0.0 -0.1 -1.242
H -4.389 -1.604 3.636 0.0 0.0 0.0 0.473
H -2.852 1.965 4.426 0.1 0.0 0.0 -0.566
H -4.506 -0.264 5.698 0.0 0.0 0.0 0.344
H -4.056 1.270 6.460 0.0 0.0 0.0 0.417
H -2.813 0.070 6.065 0.0 0.0 0.0 0.387
H -5.648 0.955 3.752 0.0 0.0 0.0 0.349
H -4.774 2.214 2.876 0.0 0.0 0.0 0.362
H -5.281 2.497 4.554 0.0 0.0 0.0 0.405
H -2.081 -2.981 0.649 0.0 0.0 0.0 -0.880
H -5.000 -3.224 1.498 0.0 0.0 0.0 0.285
H -4.214 -4.122 0.182 0.0 0.0 0.0 0.410
H -4.414 -2.377 0.054 0.0 0.0 0.0 0.341
H -3.261 -4.140 3.218 0.0 0.0 0.0 0.313
H -1.539 -4.005 2.829 0.0 0.0 0.0 0.360
H -2.574 -5.088 1.885 0.0 0.0 0.0 0.405
H 3.110 1.451 4.305 0.0 0.0 0.0 0.310
H -0.466 3.139 4.456 0.0 0.0 0.0 -0.162
H 2.365 3.386 5.572 0.0 0.0 0.0 0.324
H 1.003 4.461 5.921 0.0 0.0 0.0 0.439
H 1.692 4.396 4.288 0.0 0.0 0.0 0.368
H 1.035 1.351 6.414 0.0 0.0 0.0 0.351
H -0.584 1.046 5.777 0.0 0.0 0.0 0.277
H -0.301 2.443 6.835 0.0 0.0 0.0 0.414
H 2.948 -1.207 1.401 0.0 0.0 0.0 -0.717
H 4.897 0.089 3.366 0.0 0.0 0.0 0.283
H 5.119 -1.449 2.525 0.0 0.0 0.0 0.282
H 3.859 -1.292 3.755 0.0 0.0 0.0 0.415
H 4.527 1.400 1.206 0.0 0.0 0.0 0.340
H 3.411 0.777 -0.022 0.0 0.0 0.0 0.278
H 4.908 -0.090 0.323 0.0 0.0 0.0 0.227
F 4.229 1.610 -5.939 0.1 0.0 0.0 -0.252
C 3.014 2.158 -5.754 -0.1 -0.1 0.0 0.482
F 2.838 2.992 -6.828 0.0 0.0 0.0 -0.350
F 3.101 2.972 -4.692 0.0 0.0 0.0 -0.206
C 1.899 1.155 -5.661 0.0 0.0 0.1 -0.177
C 0.945 1.152 -6.660 0.0 0.0 0.0 -0.220
C -0.138 0.288 -6.593 0.0 0.0 -0.1 -0.901
C -0.229 -0.505 -5.461 0.1 -0.1 0.2 -0.646
N 0.675 -0.532 -4.489 0.0 0.1 0.0 0.072
C 1.795 0.243 -4.557 0.1 0.0 0.0 0.161
S 3.014 0.083 -3.345 -0.4 0.2 -0.2 -0.320
H 1.044 1.837 -7.491 0.0 0.0 0.0 0.417
H -0.894 0.256 -7.367 0.0 0.0 0.0 0.383
H -1.089 -1.159 -5.317 0.0 0.0 0.0 0.645
Cl 5.794 -5.487 -0.966 0.1 0.0 -0.3 -0.137
C 5.047 -4.268 0.067 -0.4 -0.6 1.0 0.688
Cl 4.921 -5.037 1.731 0.0 0.0 0.1 -0.203
Cl 6.077 -2.863 0.257 0.2 0.3 -0.3 -0.109
C 3.748 -3.897 -0.434 0.4 0.5 -0.5 -0.134
N 2.633 -3.670 -0.097 -0.2 -0.3 -0.7 0.276
I -1.426 -3.810 -2.073 -0.5 0.0 -0.2 0.255
I -3.924 -3.233 -3.717 0.1 0.0 0.0 -0.696
O 1.182 -5.716 -1.364 -0.1 0.4 0.3 -0.523
S 0.381 -4.754 -0.549 0.4 -1.0 0.1 0.006
N 1.447 -3.417 -0.069 -0.2 -0.1 0.7 -0.453
N 1.462 -2.723 -2.655 0.3 -0.1 -0.1 0.465
C 1.897 -3.419 -3.454 0.1 -0.3 -0.3 -0.634
C 2.377 -4.261 -4.525 -0.1 0.2 0.3 0.466
C 3.211 -5.339 -4.248 0.1 -0.1 0.0 -0.186
C 3.701 -6.107 -5.294 0.0 0.1 0.0 -0.645
C 3.349 -5.805 -6.605 0.0 0.0 0.0 -0.341
C 2.485 -4.750 -6.869 0.0 0.0 0.0 -0.669
C 1.994 -3.974 -5.830 0.0 0.1 -0.1 -0.273
H 3.454 -5.571 -3.218 0.0 0.0 0.0 0.374
H 4.359 -6.941 -5.082 0.0 0.0 0.0 0.377
H 3.746 -6.395 -7.422 0.0 0.0 0.0 0.368
H 2.194 -4.528 -7.888 0.0 0.0 0.0 0.379
H 1.324 -3.144 -6.014 0.0 0.0 0.0 0.520
```
Positions in Å, forces in eV/Å.

- 2S+1: 1
- Energy relative to the best compared isomer or geometry (same formula, charge and spin): 1.4065 eV
- E_HOMO: -0.08467 hartree
- Charge: -2

---

(5)
Computed, not measured: a molecular structure, C4H8N2S at a distorted geometry, with wB97M-V/def2-TZVPD.

Geometry as XYZ:
```
15
Properties=species:S:1:pos:R:3:forces:R:3:nbo_charge:R:1
C 1.169 -0.173 1.327 0.3 -2.0 -1.9 -0.613
C 0.277 0.053 0.073 1.3 1.1 0.6 -0.206
C -0.968 -0.450 0.037 -0.2 0.5 -0.5 0.058
C 0.663 0.853 -1.134 3.0 -2.4 1.2 0.201
H 1.148 -1.276 1.633 0.6 1.1 -0.7 0.181
H 2.215 0.172 1.255 -0.6 -0.3 -0.4 0.255
H 0.753 0.248 2.183 -1.0 1.3 1.4 0.213
H -1.561 -0.164 -0.814 -0.5 -0.3 0.0 0.194
H -0.522 -1.922 1.562 -4.6 2.5 -2.4 0.402
H -2.500 -1.570 1.160 2.9 0.7 -1.0 0.431
H -1.297 1.690 -1.717 2.5 -1.3 0.5 0.412
H 0.108 1.705 -2.779 -1.0 -0.8 1.6 0.419
N -1.477 -1.317 0.919 1.7 -3.8 4.2 -0.831
N -0.310 1.283 -1.891 -2.1 3.6 -3.9 -0.807
S 2.302 0.869 -1.814 -2.4 0.2 1.4 -0.308
```
Positions in Å, forces in eV/Å.

- 2S+1: 1
- Energy relative to the best compared isomer or geometry (same formula, charge and spin): 3.0873 eV
- E_HOMO: -0.28308 hartree

---

(6)
Computed, not measured: 2 unconnected molecules or ions with the total composition C28H30N4O2 at a distorted geometry, with wB97M-V/def2-TZVPD.

Geometry as XYZ:
```
64
Properties=species:S:1:pos:R:3:forces:R:3:nbo_charge:R:1
C 0.008 3.956 -0.406 0.0 0.4 -0.6 -0.620
C -0.700 3.045 0.517 -0.4 -0.3 0.4 -0.285
C -1.998 2.662 0.256 1.0 0.2 0.2 0.086
N -2.732 1.802 0.951 -0.7 -0.9 1.0 -0.682
C -2.205 1.271 2.101 0.3 0.8 -1.0 0.755
O -2.773 0.457 2.828 -0.2 -0.2 0.1 -0.723
N -0.926 1.728 2.443 -0.3 -0.5 0.4 -0.645
C -0.063 2.538 1.716 -0.5 0.1 -0.5 0.643
O 1.079 2.749 2.123 -0.2 0.1 -0.1 -0.679
H 1.039 4.138 -0.101 -0.1 0.0 0.0 0.237
H -0.006 3.528 -1.416 0.3 0.2 0.0 0.196
H -0.528 4.911 -0.470 0.3 0.1 0.0 0.193
H -2.502 3.090 -0.620 0.2 -0.1 0.0 0.160
H -0.561 1.346 3.300 0.1 -0.1 0.1 0.406
C -4.364 -2.969 2.005 0.4 0.4 0.0 -0.405
C -4.366 -4.135 1.017 -0.3 -0.1 0.4 -0.207
N -4.024 -3.665 -0.296 -0.1 0.6 -0.2 -0.381
C -3.623 -4.551 -1.370 0.1 -0.2 -0.1 -0.195
C -3.584 -3.627 -2.616 0.4 -0.5 -0.5 -0.434
C -4.068 -2.301 -2.119 -0.4 1.0 -0.1 -0.097
C -4.308 -1.092 -2.724 0.3 -0.3 0.4 -0.108
C -4.842 0.004 -1.952 -0.4 -0.1 -0.4 -0.170
C -4.892 1.276 -2.566 -0.4 -0.1 0.5 0.039
C -5.165 2.518 -1.947 0.2 0.4 -0.1 -0.212
C -5.500 3.660 -2.763 -0.2 0.3 0.3 -0.110
C -5.871 4.842 -2.164 0.4 -1.1 -0.2 -0.100
C -5.911 4.908 -0.756 0.2 0.2 0.4 0.341
N -6.269 6.137 -0.332 0.0 -0.4 -0.1 -0.389
C -6.238 6.545 1.046 0.3 0.1 0.3 -0.206
C -6.410 5.329 1.957 -0.3 -0.4 -0.1 -0.400
C -5.521 4.126 1.566 0.5 0.1 0.7 -0.430
C -5.512 3.867 0.094 0.0 -0.4 -0.9 -0.139
C -5.081 2.704 -0.531 -0.8 0.3 0.2 -0.038
C -6.469 7.063 -1.427 -0.1 0.2 -0.1 -0.195
C -6.222 6.198 -2.693 -0.2 0.6 -0.6 -0.434
C -5.304 -0.268 -0.618 0.7 -0.6 0.3 -0.068
C -4.930 -1.432 0.048 -0.1 0.6 -0.7 -0.093
C -4.332 -2.427 -0.738 0.1 -0.4 0.1 0.345
C -5.120 -1.714 1.505 -0.7 -0.1 0.6 -0.437
H -4.783 -3.302 2.963 0.1 0.1 -0.2 0.223
H -3.325 -2.678 2.199 -0.1 0.0 0.0 0.230
H -3.633 -4.901 1.297 -0.1 0.2 0.1 0.209
H -5.354 -4.627 1.007 0.1 0.1 -0.1 0.183
H -2.646 -5.005 -1.135 -0.3 0.1 -0.1 0.203
H -4.354 -5.370 -1.482 0.2 0.2 0.0 0.192
H -2.563 -3.565 -3.012 -0.2 0.0 0.0 0.231
H -4.235 -4.020 -3.410 0.2 0.1 0.1 0.228
H -4.065 -0.932 -3.778 -0.1 0.0 0.3 0.214
H -4.725 1.301 -3.646 0.0 0.0 0.2 0.206
H -5.481 3.565 -3.851 0.0 0.0 0.2 0.213
H -5.290 7.061 1.271 -0.1 -0.1 -0.1 0.193
H -7.041 7.276 1.203 0.1 -0.2 0.1 0.205
H -6.221 5.615 2.997 0.0 0.0 -0.2 0.227
H -7.459 5.018 1.901 0.1 0.0 0.0 0.202
H -4.489 4.314 1.907 -0.2 -0.1 -0.1 0.239
H -5.852 3.221 2.097 0.1 0.3 -0.1 0.237
H -4.616 1.940 0.087 0.1 0.1 0.0 0.278
H -7.492 7.474 -1.381 0.3 -0.1 -0.1 0.196
H -5.765 7.907 -1.343 -0.2 -0.2 -0.1 0.197
H -5.401 6.619 -3.290 -0.3 -0.1 0.1 0.231
H -7.124 6.179 -3.317 0.2 0.0 0.0 0.227
H -5.963 0.431 -0.106 0.4 0.0 -0.1 0.229
H -6.194 -1.848 1.706 0.1 0.1 0.0 0.206
H -4.787 -0.843 2.091 0.0 -0.2 -0.2 0.285
```
Positions in Å, forces in eV/Å.

- 2S+1: 1
- Energy relative to the best compared isomer or geometry (same formula, charge and spin): 1.4853 eV
- E_HOMO: -0.22664 hartree

---

| no. | total energy (hartree) |
| --- | --- |
| 1 | -2843.60507 |
| 2 | -281.75801 |
| 3 | -660.10479 |
| 4 | -5376.70840 |
| 5 | -664.81932 |
| 6 | -1454.48498 |